Computed, not measured: a 7-piece molecular cluster, C8H30BrNO9 overall in a non-equilibrium geometry, with the ωB97M-V functional and the def2-TZVPD basis.

## Properties
Gap between HOMO and LUMO: 8.026 eV

The geometry in ORCA input format:
```
! wB97M-V def2-TZVPD RIJCOSX def2/J DEFGRID3
* xyz 0 1
N -0.80 -1.04 0.06
H -1.31 -1.34 -0.81
H -0.81 -0.06 0.37
H 0.20 -1.28 -0.09
H -1.03 -1.72 0.81
Br -2.51 -2.63 -2.15
O -0.92 1.75 0.72
H -0.48 2.50 0.28
H -1.02 2.02 1.64
C 3.13 -1.78 0.29
C 2.72 -2.44 1.57
O 1.88 -3.58 1.39
O 1.95 -1.61 -0.53
H 3.92 -2.25 -0.30
H 3.53 -0.78 0.49
H 2.16 -1.71 2.17
H 3.62 -2.68 2.13
H 1.47 -3.51 0.52
H 2.23 -1.26 -1.38
C -1.63 0.99 -3.23
C -1.21 2.32 -3.77
O 0.21 2.49 -3.60
O -0.82 0.01 -3.88
H -2.68 0.78 -3.44
H -1.43 1.00 -2.16
H -1.71 3.13 -3.23
H -1.44 2.45 -4.83
H 0.60 1.63 -3.80
H -1.17 -0.87 -3.68
C -2.79 -2.98 1.92
C -3.19 -1.81 2.81
O -3.01 -0.56 2.19
O -1.37 -3.14 1.84
H -3.17 -2.86 0.91
H -3.15 -3.89 2.42
H -2.65 -1.85 3.76
H -4.25 -1.97 3.06
H -3.73 -0.42 1.57
H -0.98 -3.22 2.72
C 1.96 3.94 0.91
C 2.85 2.77 0.54
O 2.37 1.55 1.07
O 0.81 3.98 0.04
H 2.52 4.87 0.77
H 1.57 3.84 1.92
H 3.87 2.95 0.88
H 2.94 2.74 -0.55
H 1.65 1.25 0.51
H 1.09 4.28 -0.84
*
```

Here is what natural (NBO) gives for the atomic charges, in e: -0.981, 0.451, 0.450, 0.435, 0.451, -0.879, -0.984, 0.511, 0.487, -0.101, -0.087, -0.718, -0.768, 0.176, 0.192, 0.162, 0.190, 0.483, 0.495, -0.090, -0.080, -0.746, -0.777, 0.191, 0.151, 0.175, 0.168, 0.481, 0.514, -0.110, -0.093, -0.731, -0.736, 0.226, 0.176, 0.172, 0.171, 0.480, 0.481, -0.092, -0.095, -0.723, -0.758, 0.174, 0.194, 0.184, 0.166, 0.477, 0.486


Computed, not measured: C8H31NO9 as an isolated structure in a non-equilibrium geometry, with the ωB97M-V functional and the def2-TZVPD basis.

## Properties
Gap between HOMO and LUMO: 8.663 eV
Energy above the lowest of the compared OMol25 structures with the same formula, charge and spin: 692.5 kJ/mol

The geometry in ORCA input format:
```
! wB97M-V def2-TZVPD RIJCOSX def2/J DEFGRID3
* xyz 0 1
C 0.14 0.54 -3.90
O 0.21 -0.07 -2.63
C 0.97 0.64 -1.66
C 0.06 1.54 -0.67
N -0.65 2.54 -1.49
C -1.88 3.16 -0.87
C -2.67 4.17 -1.75
O -3.82 4.84 -1.24
C -4.40 5.79 -2.13
H -0.25 -0.22 -4.59
H 1.09 0.75 -4.39
H -0.50 1.41 -3.95
H 1.76 1.24 -2.12
H 1.37 -0.15 -1.02
H 0.62 2.12 0.07
H -0.66 0.99 -0.07
H -0.87 2.00 -2.31
H -1.48 3.54 0.07
H -2.57 2.40 -0.50
H -2.76 3.74 -2.75
H -1.96 4.96 -1.97
H -3.65 6.57 -2.26
H -5.26 6.22 -1.61
H -4.77 5.51 -3.12
O 0.43 -1.32 2.61
H 0.59 -0.88 1.77
H -0.51 -1.26 2.73
O 2.58 -0.64 3.57
H 3.43 -0.73 3.14
H 1.94 -0.79 2.88
O 0.20 -1.61 -0.49
H -0.48 -2.06 0.02
H -0.04 -1.77 -1.40
O 3.36 -2.19 -0.16
H 3.92 -2.47 0.57
H 3.72 -2.62 -0.93
O 1.91 -1.02 0.96
H 1.24 -0.93 0.28
H 2.47 -1.74 0.67
C 0.95 -4.66 3.64
C 0.48 -3.78 2.44
O 1.52 -2.91 2.14
O -0.20 -5.51 3.97
H 1.50 -4.07 4.37
H 1.70 -5.30 3.17
H -0.34 -3.14 2.78
H 0.12 -4.40 1.62
H 1.26 -2.03 2.43
H 0.16 -6.39 4.11
*
```

Here is what natural (NBO) gives for the atomic charges, in e: -0.251, -0.574, -0.064, -0.243, -0.623, -0.231, -0.066, -0.533, -0.250, 0.191, 0.177, 0.165, 0.183, 0.202, 0.201, 0.161, 0.340, 0.194, 0.162, 0.159, 0.158, 0.167, 0.196, 0.172, -0.902, 0.512, 0.504, -0.949, 0.452, 0.472, -0.946, 0.492, 0.511, -0.909, 0.493, 0.496, -1.014, 0.463, 0.489, -0.090, -0.075, -0.784, -0.735, 0.183, 0.150, 0.128, 0.152, 0.447, 0.466


Computed, not measured: C8H32AsF6N16O8 as an isolated structure in a non-equilibrium geometry, with the ωB97M-V functional and the def2-TZVPD basis.

## Properties
Gap between HOMO and LUMO (spin up / spin down): 2.725 / 7.621 eV

The geometry in ORCA input format:
```
! wB97M-V def2-TZVPD RIJCOSX def2/J DEFGRID3
* xyz -2 2
As -0.22 0.40 -0.07
F -1.58 -0.61 0.24
F 1.04 -0.88 -0.05
F 1.07 1.66 -0.38
F -1.40 1.80 -0.29
F 0.11 0.54 1.70
F -0.43 0.10 -1.85
C 0.55 -2.84 3.59
O -0.49 -3.45 3.30
N 0.85 -1.69 3.14
N 1.58 -3.32 4.24
H 1.73 -1.33 3.46
H 0.30 -1.14 2.49
H 1.27 -4.19 4.64
H 2.37 -2.78 4.57
C -2.90 -1.44 -4.43
O -3.26 -0.28 -4.63
N -3.06 -2.46 -5.20
N -2.31 -1.80 -3.34
H -2.73 -3.34 -4.84
H -3.32 -2.43 -6.17
H -2.04 -2.77 -3.27
H -2.08 -1.13 -2.63
C 4.14 0.52 -2.30
O 4.88 0.69 -3.27
N 4.38 -0.44 -1.39
N 3.10 1.19 -2.11
H 3.62 -0.66 -0.76
H 5.27 -0.90 -1.53
H 2.62 1.66 -2.87
H 2.52 1.07 -1.29
C -0.68 -4.01 -0.44
O -1.58 -4.68 -0.02
N 0.05 -3.34 0.40
N -0.27 -3.90 -1.66
H -0.03 -3.67 1.35
H 0.67 -2.59 0.12
H -0.83 -4.30 -2.40
H 0.48 -3.32 -2.01
C 1.45 4.79 2.11
O 1.23 5.30 3.21
N 0.98 3.62 1.69
N 2.05 5.40 1.17
H 1.34 3.10 0.90
H 0.35 3.05 2.24
H 2.54 4.90 0.44
H 2.29 6.38 1.22
C -0.35 2.65 4.52
O -1.19 2.20 3.84
N -0.51 3.84 4.95
N 0.81 2.14 4.77
H -0.09 4.62 4.47
H -1.42 4.13 5.26
H 1.60 2.49 5.28
H 0.78 1.20 4.40
C -4.67 1.65 2.04
O -5.14 1.21 3.08
N -5.33 1.71 0.91
N -3.49 2.06 1.93
H -4.87 1.89 0.03
H -6.29 1.40 0.94
H -3.11 2.27 1.01
H -2.89 2.25 2.72
C 1.39 -1.97 -4.16
O 1.46 -2.21 -2.96
N 0.36 -1.40 -4.66
N 2.21 -2.23 -5.10
H -0.30 -1.20 -3.93
H 0.39 -1.00 -5.59
H 3.15 -2.46 -4.81
H 1.92 -1.72 -5.92
*
```

Here is what Mulliken gives for the atomic charges, in e: 1.496, -0.561, -0.506, -0.516, -0.541, -0.588, -0.544, 0.758, -0.738, -0.020, -0.480, 0.136, -0.030, 0.252, 0.183, 0.684, -0.717, -0.339, -0.158, 0.133, 0.216, -0.012, 0.084, 0.471, -0.762, -0.410, -0.140, 0.227, 0.206, 0.229, 0.092, 0.577, -0.780, -0.033, -0.294, 0.042, 0.143, 0.189, 0.326, 0.396, -0.745, 0.113, -0.370, 0.143, 0.081, 0.196, 0.210, 0.021, -0.566, -0.507, -0.253, 0.276, 0.232, 0.192, 0.398, 0.740, -0.769, -0.411, -0.115, 0.205, 0.215, 0.038, 0.168, 0.477, -0.719, -0.176, -0.388, 0.002, 0.175, 0.314, 0.155


Computed, not measured: C8H32B3KO4 as an isolated structure in a non-equilibrium geometry, with the ωB97M-V functional and the def2-TZVPD basis.

## Properties
Gap between HOMO and LUMO: 4.491 eV
Energy above the lowest of the compared OMol25 structures with the same formula, charge and spin: 134.2 kJ/mol

The geometry in ORCA input format:
```
! wB97M-V def2-TZVPD RIJCOSX def2/J DEFGRID3
* xyz -2 1
K -23.10 -14.58 7.89
B -24.52 -17.09 6.94
H -25.17 -16.33 6.24
H -23.40 -16.93 6.61
H -24.62 -16.90 8.10
H -24.89 -18.22 6.76
B -20.06 -14.56 8.34
H -18.87 -14.53 8.54
H -20.65 -14.72 9.35
H -20.43 -13.57 7.81
H -20.24 -15.53 7.67
B -21.47 -17.57 9.25
H -20.35 -17.56 9.69
H -21.45 -18.29 8.29
H -22.27 -18.01 10.05
H -21.88 -16.48 8.97
C -22.83 -14.92 4.41
O -23.10 -13.75 5.16
C -21.99 -12.88 5.19
C -22.29 -11.61 5.93
O -22.76 -11.86 7.24
C -22.71 -10.70 8.03
H -23.52 -15.70 4.73
H -21.81 -15.28 4.57
H -22.86 -14.69 3.33
H -21.69 -12.69 4.14
H -21.09 -13.32 5.64
H -23.04 -11.01 5.39
H -21.36 -11.03 5.99
H -23.22 -9.86 7.53
H -21.65 -10.43 8.19
H -23.17 -10.89 8.99
C -26.72 -14.22 7.64
O -25.86 -14.03 8.74
C -25.82 -12.73 9.24
C -24.97 -12.72 10.49
O -23.73 -13.31 10.21
C -22.84 -13.51 11.27
H -27.72 -13.81 7.86
H -26.79 -15.28 7.43
H -26.33 -13.68 6.76
H -26.79 -12.27 9.46
H -25.34 -12.10 8.47
H -25.49 -13.37 11.21
H -24.89 -11.74 10.97
H -23.28 -13.93 12.17
H -22.33 -12.57 11.53
H -22.05 -14.17 10.90
*
```

Here is what natural (NBO) gives for the atomic charges, in e: 0.898, -0.748, -0.110, -0.041, -0.034, -0.045, -0.757, -0.056, -0.048, -0.110, -0.006, -0.681, -0.073, -0.056, -0.086, -0.092, -0.269, -0.551, -0.097, -0.069, -0.536, -0.241, 0.259, 0.185, 0.131, 0.147, 0.228, 0.149, 0.171, 0.145, 0.175, 0.194, -0.247, -0.529, -0.073, -0.067, -0.547, -0.260, 0.129, 0.250, 0.167, 0.152, 0.164, 0.165, 0.152, 0.157, 0.146, 0.265